# 1
Density functional theory data (ωB97M-V/def2-TZVPD) for C18H24AsN2O4Pt as an isolated structure.

Structure (XYZ):
```
50
Properties=species:S:1:pos:R:3:forces:R:3:lowdin_spin:R:1
Pt 0.18215 -0.80372 -0.05633 -0.7 0.5 0.3 1.711
C 0.55960 6.27121 -0.21414 -0.3 0.2 0.0 0.008
O 1.87579 5.72627 0.01032 0.2 -0.7 0.0 0.121
C 2.05580 4.43609 0.08023 0.1 0.6 0.0 0.072
C 3.43321 4.06667 0.27967 0.2 0.1 0.0 0.342
C 3.79310 2.73025 0.37639 0.0 -0.1 0.0 0.031
C 2.85332 1.72426 0.26667 0.0 0.1 0.0 0.211
C 3.28120 0.30563 0.28970 0.3 0.4 0.1 0.047
C 4.60227 -0.10200 0.86076 -0.1 0.0 0.0 0.008
O 2.55603 -0.56063 -0.19816 -0.3 -0.4 0.2 0.174
C 1.44797 2.09841 0.05028 0.7 1.3 0.1 0.109
O 0.50313 1.24098 -0.05569 -0.8 -0.9 -0.2 0.412
C 1.08546 3.46012 -0.01928 -0.3 -0.8 -0.1 0.012
H 0.70720 7.34162 -0.30340 0.0 0.0 0.0 0.000
H -0.07743 6.04413 0.64107 0.0 0.0 0.0 0.004
H 0.14683 5.86498 -1.13748 0.0 0.0 0.0 0.004
H 4.16598 4.85976 0.35345 0.0 0.0 0.0 0.011
H 4.83679 2.49292 0.51663 0.0 0.0 0.0 -0.003
H 5.15453 0.69247 1.34851 0.0 0.0 0.0 0.001
H 5.21306 -0.53590 0.06621 0.0 0.0 0.0 0.001
H 4.41586 -0.89243 1.58936 0.0 0.0 0.0 0.000
H 0.04406 3.70241 -0.16410 0.0 0.0 0.0 -0.002
N -6.86886 -0.40432 1.65101 -0.5 0.7 2.5 -0.002
C -6.23239 -0.75144 0.58030 -1.2 -1.4 -5.1 0.001
O -6.81769 -1.10016 -0.48035 1.4 0.7 2.2 0.014
C -4.73096 -0.76381 0.49883 -0.4 0.2 0.5 0.014
C -3.93529 -0.89361 1.62474 0.9 -0.1 -0.1 0.008
C -2.55971 -0.93534 1.45068 -0.1 -0.2 0.6 0.027
N -1.98647 -0.86738 0.24306 0.8 0.1 0.0 0.165
C -2.76213 -0.74451 -0.84378 -0.6 0.0 -0.4 0.020
C -4.14221 -0.69392 -0.76088 0.6 0.0 -0.1 0.007
H -7.88321 -0.42282 1.66777 0.2 0.0 -0.1 0.000
H -6.38873 -0.08744 2.47930 -0.2 0.0 0.0 0.000
H -4.33398 -0.98874 2.62587 0.0 0.0 0.0 0.001
H -1.89858 -1.04429 2.30016 0.0 0.0 0.1 0.005
H -2.25976 -0.69717 -1.80101 0.0 0.0 -0.1 0.005
H -4.74311 -0.60630 -1.65620 -0.1 0.0 0.1 0.001
C 0.70985 -4.43617 0.51813 0.0 0.3 0.3 0.063
As 1.01116 -3.06789 -0.81102 0.0 -0.9 -0.6 0.267
C 2.81700 -3.29117 -1.43211 0.1 0.2 0.1 0.041
C -0.15197 -3.48562 -2.30140 -0.1 0.2 0.1 0.053
H 0.85105 -5.39819 0.02242 0.0 0.0 -0.1 0.014
H -0.30219 -4.37773 0.91235 0.0 0.0 0.0 0.000
H 1.43466 -4.33240 1.32307 0.0 0.0 0.0 0.000
H 2.84721 -4.25110 -1.94901 -0.1 0.0 0.0 0.009
H 3.49137 -3.31012 -0.57970 0.0 0.0 0.0 0.000
H 3.08866 -2.49068 -2.11547 0.0 0.0 0.0 0.001
H 0.25671 -4.34249 -2.83869 0.1 0.0 0.1 0.011
H -0.20437 -2.63890 -2.98251 0.0 0.0 -0.1 0.002
H -1.14202 -3.73980 -1.92626 0.0 0.1 0.0 0.000
```
Positions in Å, forces in eV/Å.

Calculated values
E_HOMO (spin up / spin down)   -16.861 / -16.781 eV
Relative energy (zero: lowest compared OMol25 entry of this formula, charge and spin)   26.35 kcal per mole
Charge   +3
2S+1   5
HOMO-LUMO gap (spin up / spin down)   7.575 / 3.169 eV

# 2
Density functional theory data (ωB97M-V/def2-TZVPD) for C29H30NO3Pb as an isolated structure.

Structure (XYZ):
```
64
Properties=species:S:1:pos:R:3:forces:R:3:lowdin_charge:R:1
C 2.24974 -0.24629 1.51830 0.1 0.5 -0.2 -0.156
C 2.37045 -0.97971 0.32832 0.2 0.4 0.4 -0.140
C 2.20316 -0.10653 -0.77035 0.2 0.8 0.0 -0.163
H 2.59912 -2.04340 0.26906 -0.2 0.4 0.0 0.090
C 1.98761 1.20852 -0.26953 0.2 -0.4 -0.2 -0.316
C 1.99980 1.13237 1.18026 -0.3 -0.7 -0.1 -0.315
H 1.90269 2.13745 -0.84538 0.2 -0.4 0.1 0.061
C -1.30459 -2.55825 1.86174 0.3 -0.1 -0.5 -0.192
C -0.10900 -3.08861 1.33359 0.0 0.0 0.3 -0.192
C -0.18565 -3.05279 -0.08099 -0.3 0.2 -0.3 -0.137
H 0.77675 -3.37005 1.92424 -0.5 0.0 -0.4 0.075
C -1.43997 -2.48910 -0.44618 0.1 0.0 0.5 -0.284
C -2.12676 -2.19180 0.77541 0.0 0.4 -0.6 -0.154
H 2.33961 -0.38041 -1.82237 -0.3 0.2 0.4 0.083
H 1.96892 1.97598 1.87801 0.2 -0.3 -0.2 0.084
H 2.36209 -0.63763 2.53634 -0.3 0.2 -0.6 0.096
H -3.12239 -1.73184 0.80802 0.3 -0.2 0.2 0.081
H 0.60998 -3.36259 -0.77279 -0.4 0.2 0.3 0.080
H -1.53543 -2.39807 2.90626 0.0 -0.1 0.0 0.066
Pb -0.57889 1.31409 0.69270 0.7 -1.0 0.9 1.675
C -1.86014 -1.89134 -1.80288 0.1 -0.6 1.3 -0.489
C -3.39618 -1.95208 -1.94517 0.2 -0.3 0.1 -0.045
C -1.12452 -2.61477 -2.90904 -0.2 -0.2 0.0 -0.062
H -3.77672 -2.94240 -1.64095 0.2 0.4 -0.1 0.092
H -3.67326 -1.79411 -2.98194 -0.2 0.2 -0.4 0.065
H -3.90735 -1.19289 -1.33894 0.2 -0.2 0.0 0.078
H -1.30840 -3.69573 -2.82661 0.1 0.3 -0.1 0.094
H -0.05110 -2.42802 -2.82797 -0.1 -0.1 0.0 0.073
H -1.47605 -2.24576 -3.86245 0.0 0.0 -0.6 0.063
C -1.37783 -0.41677 -1.66614 -1.2 0.7 0.4 -0.153
C -2.02314 0.79761 -2.33339 0.0 0.3 2.4 -0.447
H -0.28027 -0.38943 -1.76829 -0.3 0.1 0.0 0.112
H -1.71152 -0.23665 -0.64273 0.4 -0.3 0.0 -0.018
O -2.73787 1.57410 -1.65336 1.2 -1.8 -2.5 0.001
N -1.46336 1.06578 -3.59847 -0.4 0.7 -1.0 0.036
C -0.29043 1.96235 -3.46272 -0.1 0.0 0.0 -0.146
H -2.16410 1.41944 -4.24794 0.3 0.3 0.3 0.127
C 1.02711 1.38615 -3.92165 0.5 -0.5 -0.1 -0.220
C 2.16801 2.15559 -3.64927 0.0 -0.2 -0.1 -0.075
H 2.03443 3.11478 -3.13400 0.2 -0.3 -0.2 0.114
C 3.43873 1.71022 -4.00411 -0.4 -0.1 -0.2 -0.087
H 4.30101 2.33461 -3.78375 -0.1 -0.2 0.0 0.100
C 3.58219 0.48319 -4.66215 -0.4 0.0 0.0 -0.101
H 4.56204 0.15362 -4.99803 -0.1 0.0 0.2 0.094
C 2.45612 -0.30779 -4.91669 -0.4 0.5 0.1 -0.084
H 2.56270 -1.26012 -5.43484 0.0 0.2 0.2 0.098
C 1.16893 0.13323 -4.54154 0.3 0.4 0.0 -0.036
H 0.27283 -0.47155 -4.73479 0.5 0.3 0.1 0.100
H -0.16552 2.25378 -2.40646 -0.1 -0.1 -0.2 0.102
H -0.45673 2.91302 -3.99124 -0.1 -0.3 0.1 0.131
O -0.15336 -0.02165 3.01446 -0.9 1.5 1.0 -0.057
C -0.65408 1.00036 3.54449 0.6 -0.6 -1.3 -0.593
O -1.20043 1.94242 2.81463 0.5 -0.5 1.1 -0.273
C -0.57180 1.25145 5.03113 0.1 0.7 0.9 -0.119
C -1.06797 2.47189 5.52311 -0.2 0.3 0.3 -0.026
C -1.01951 2.80685 6.88856 -0.3 0.3 -0.6 -0.102
C -0.44698 1.95170 7.80598 0.2 -0.4 0.3 -0.117
C 0.08888 0.74784 7.34223 -0.3 0.4 -0.6 -0.092
C 0.04308 0.40460 5.97201 0.2 -0.4 0.7 -0.009
H -1.49847 3.20309 4.82992 0.1 -0.5 0.2 0.112
H -1.45390 3.74793 7.23631 0.2 -0.2 -0.3 0.097
H -0.40982 2.20509 8.88224 0.0 -0.2 -0.8 0.104
H 0.52745 0.09343 8.08138 0.2 -0.3 -0.2 0.090
H 0.52012 -0.55440 5.71638 -0.5 0.6 -0.4 0.122
```
Positions in Å, forces in eV/Å.

Calculated values
E_HOMO   -2.906 eV
Relative energy (zero: lowest compared OMol25 entry of this formula, charge and spin)   59.04 kcal per mole
Charge   -1
2S+1   1
HOMO-LUMO gap   4.981 eV